#one
Below is C5H12N2O2 in the gas phase, with properties calculated with ωB97M-V/def2-TZVPD.

Each atom is followed by the atoms it is bonded to, with distances in Å.
Cartesian coordinates (Å):
1 O 0.37230 -1.71470 3.49588  N3 1.397, H20 0.966
2 O 1.13830 -2.05960 0.97625  N4 1.214
3 N 0.41286 -0.66145 2.57909  O1 1.397, N4 1.237
4 N 0.79186 -0.99782 1.45098  O2 1.214, N3 1.237, C8 1.755
5 C 0.34205 -0.70891 -1.68977  C9 1.529, H10 1.088, H14 1.087, H15 1.086
6 C -1.53595 0.03613 -0.19294  C9 1.530, H11 1.089, H16 1.087, H21 1.090
7 C -0.12740 1.73164 -1.37895  C9 1.535, H12 1.088, H13 1.090, H18 1.087
8 C 0.84106 0.45318 0.46477  N4 1.755, C9 1.516, H17 1.083, H19 1.083
9 C -0.12710 0.35568 -0.69783  C5 1.529, C6 1.530, C7 1.535, C8 1.516
10 H 1.30262 -0.42904 -2.11735  C5 1.088
11 H -1.84500 0.75216 0.56648  C6 1.089
12 H -0.71552 1.69561 -2.29400  C7 1.088
13 H 0.88820 2.03217 -1.63799  C7 1.090
14 H -0.37359 -0.81658 -2.50065  C5 1.087
15 H 0.45169 -1.67033 -1.19578  C5 1.086
16 H -1.57405 -0.96170 0.23665  C6 1.087
17 H 1.87931 0.48524 0.15694  C8 1.083
18 H -0.55209 2.48644 -0.72245  C7 1.087
19 H 0.58727 1.21935 1.18683  C8 1.083
20 H 0.09693 -1.30507 4.32650  O1 0.966
21 H -2.25374 0.07758 -1.01268  C6 1.090

Results
SMILES   CC(C)(C)C/[N+]([O-])=N/O
LUMO energy   0.8 eV
HOMO energy   -9.340 eV
Orbital gap   10.1 eV

---

#two
Below is C5H12N2O2 in the gas phase, with properties calculated with ωB97M-V/def2-TZVPD.

Each atom is followed by the atoms it is bonded to, with distances in Å.
Cartesian coordinates (Å):
1 O -1.73578 -2.40689 0.00159  C6 1.313, H20 0.914
2 O -3.26612 -0.14953 -0.90521  N3 1.275
3 N -2.08691 0.32735 -0.99222  O2 1.275, N4 1.233
4 N -1.25752 0.00175 -0.13979  N3 1.233, C6 1.837, C9 1.446
5 C 0.53070 1.11625 0.95191  C9 1.485, H14 1.250, H16 1.048, H18 1.049
6 C -1.88886 -1.41384 0.84705  O1 1.313, N4 1.837, H13 1.175, H21 1.101
7 C 0.93026 -0.96060 -0.37245  C9 1.499, H12 1.092, H17 1.116, H19 1.057
8 C 0.27645 1.14935 -1.50570  C9 1.525, H10 1.049, H11 1.072, H15 1.103
9 C 0.15143 0.31250 -0.23734  N4 1.446, C5 1.485, C7 1.499, C8 1.525
10 H -0.25963 0.81379 -2.34319  C8 1.049
11 H 0.22392 2.20986 -1.36029  C8 1.072
12 H 0.79272 -1.48040 -1.32238  C7 1.092
13 H -3.00302 -1.16074 1.11928  C6 1.175
14 H 1.47335 1.89559 0.69328  C5 1.250
15 H 1.30834 1.09285 -1.89254  C8 1.103
16 H -0.25272 1.76414 1.20848  C5 1.048
17 H 0.61713 -1.73934 0.36263  C7 1.116
18 H 0.85695 0.45779 1.69995  C5 1.049
19 H 1.97782 -0.82903 -0.41340  C7 1.057
20 H -2.32946 -2.38009 -0.69349  O1 0.914
21 H -1.26565 -1.43292 1.75452  C6 1.101

Results
SMILES   CC(C)(C)N(CO)N=O
LUMO energy   0.7 eV
HOMO energy   -8.432 eV
Orbital gap   9.2 eV

---

Calculated relative energies: #one 0.000; #two 0.490, given in eV